No. 1
Entry from the OMol25 dataset: C12H34B2F8O6V2 as an isolated structure at a distorted geometry (wB97M-V/def2-TZVPD).

Values from the calculation:
Multiplicity: 7
LUMO level (alpha / beta): -0.5 / -0.7 eV
Energy above the lowest of the compared OMol25 structures with the same formula, charge and spin: 0.0 kcal/mol

Each line ends with the Löwdin spin population.
Cartesian coordinates (Å):
V -2.67428 -0.72353 1.64640  2.86
V 0.47579 -0.34978 2.10355  2.83
O -1.35461 -0.12907 3.18526  0.06
H -1.44476 0.12448 4.10594  0.00
O -0.88089 -1.01886 0.66998  0.05
H -0.58817 -1.49211 -0.11115  0.00
B -2.79606 2.57375 0.33907  0.00
F -2.57954 1.23019 0.84291  0.02
F -3.25189 3.35544 1.38649  0.00
F -1.54798 3.00577 -0.11633  0.00
F -3.72222 2.47457 -0.69474  0.00
B 0.46971 -3.59186 3.52967  0.00
F 1.28919 -4.42158 2.77686  0.00
F 0.94947 -3.42708 4.81906  0.00
F 0.50340 -2.26839 2.89486  0.03
F -0.85872 -3.99965 3.48941  0.00
C -2.89749 -1.92292 -2.21019  0.00
C -3.66945 -0.87433 -1.42535  0.00
C -4.98220 -0.49844 -2.08475  0.00
O -3.91376 -1.32975 -0.07387  0.04
H -2.75875 -1.58535 -3.23888  0.00
H -3.41075 -2.88496 -2.26411  0.00
H -1.90830 -2.07296 -1.78053  0.00
H -3.05677 0.01964 -1.31623  0.00
H -4.82259 -0.21520 -3.12406  0.00
H -5.42392 0.35686 -1.57321  0.00
H -5.68014 -1.34132 -2.08719  0.00
H -4.66916 -1.92562 -0.07280  0.00
C 1.72172 3.46678 0.36827  0.00
C 1.23065 2.72664 1.60095  0.01
C 0.46681 3.62592 2.55416  0.00
O 0.36399 1.64096 1.17950  0.03
H 0.86528 3.77446 -0.23006  0.00
H 2.41700 2.83881 -0.19001  0.00
H 2.28935 4.35222 0.66425  0.00
H 2.05700 2.25660 2.13905  0.00
H -0.24902 4.25182 2.01568  0.00
H 1.12788 4.29554 3.10949  0.00
H -0.09593 3.05832 3.29697  0.00
H -0.38394 2.05533 0.71775  0.00
C 1.53567 2.02612 -3.15320  0.00
C 1.26691 0.91312 -2.15493  0.00
C 0.56329 -0.28700 -2.77742  0.00
O 2.47706 0.52505 -1.49899  0.00
H 2.25108 2.72477 -2.72214  0.00
H 0.62404 2.54382 -3.45011  0.00
H 1.96813 1.64716 -4.08778  0.00
H 0.60472 1.32512 -1.39015  0.00
H -0.40606 0.03905 -3.15593  0.00
H 0.41675 -1.09906 -2.06699  0.00
H 1.16460 -0.66243 -3.61146  0.00
H 3.07780 0.13994 -2.14685  0.00
C 2.32278 -2.99119 -0.06005  0.00
C 2.91643 -2.01284 0.93443  0.00
C 4.40636 -1.76807 0.67908  0.00
O 2.20402 -0.75981 0.87091  0.03
H 1.36392 -3.34851 0.32967  0.00
H 2.92430 -3.89285 -0.17849  0.00
H 2.16475 -2.53371 -1.03810  0.00
H 2.78703 -2.40191 1.94163  0.00
H 4.99020 -2.59802 1.08587  0.00
H 4.76353 -0.86923 1.17918  0.00
H 4.61391 -1.75794 -0.39328  0.00
H 2.39282 -0.31290 0.02300  0.00

No. 2
Entry from the OMol25 dataset: C8H36B4F4N2O4V as an isolated structure at a distorted geometry (wB97M-V/def2-TZVPD).

Values from the calculation:
Total charge: -1
LUMO level: 1.5 eV

Each line ends with the Mulliken charge.
Cartesian coordinates (Å):
O 16.53662 6.61202 9.41025  -0.64
V 16.87300 5.44844 10.44209  0.46
O 18.00904 4.51912 9.90527  -0.58
B 14.37820 9.86210 10.25161  0.61
H 15.32955 9.11229 10.09975  -0.30
H 14.63199 10.57003 11.20835  -0.17
H 14.21893 10.58821 9.28269  -0.33
H 13.36638 9.28545 10.60324  -0.27
B 14.89980 4.38057 11.28196  0.69
H 15.59674 3.71868 10.59583  -0.15
H 14.57393 5.12606 10.42939  -0.30
H 13.97392 3.76154 11.71840  -0.20
H 15.62626 4.89590 12.03691  -0.02
B 17.91665 6.71431 12.13403  -0.09
H 17.77068 5.57502 12.42221  -0.07
H 18.44761 7.36511 12.97954  -0.19
H 18.46279 6.73820 11.10254  -0.02
H 16.85495 7.15351 11.90024  -0.03
C 12.53523 7.69309 8.04273  -1.39
C 13.58989 7.97536 7.00837  0.50
C 13.44714 9.39507 6.45890  -0.67
O 14.47011 9.67045 5.51939  -0.38
C 14.12332 9.41304 4.17864  -0.66
N 14.96544 7.82750 7.56181  0.71
H 15.23530 8.35526 8.42528  -0.14
H 15.21486 6.83552 7.61681  -0.19
H 15.58603 8.29524 6.89247  0.40
H 11.54961 7.72116 7.56546  0.44
H 12.52807 8.44401 8.83285  0.16
H 12.64497 6.72203 8.52749  0.30
H 13.52674 7.25575 6.18985  0.18
H 13.53655 10.08317 7.30128  0.16
H 12.44982 9.47128 6.01391  0.44
H 14.13682 8.33660 3.96819  0.26
H 14.83431 9.93966 3.54683  0.25
H 13.11278 9.76288 3.93239  0.31
C 15.12826 1.20936 7.59837  -1.44
C 15.63336 0.80098 8.96375  0.36
C 17.08001 1.13738 9.19869  -0.61
O 17.39859 0.93571 10.54284  -0.38
C 18.68987 1.33309 10.99367  -0.61
N 14.73679 1.45468 10.01681  0.03
H 15.03741 2.41361 10.28926  -0.01
H 13.74861 1.41759 9.78616  0.36
H 14.83570 0.95896 10.90384  0.48
H 14.06885 0.95868 7.49167  0.45
H 15.61004 0.62018 6.81710  0.39
H 15.29585 2.26510 7.38466  0.27
H 15.43287 -0.24823 9.19632  0.26
H 17.34418 2.14170 8.83814  0.25
H 17.68549 0.45118 8.58540  0.54
H 19.42942 0.93890 10.28494  0.30
H 18.82398 0.92197 11.98660  0.23
H 18.80720 2.41806 10.96769  0.22
B 16.14693 4.71831 6.15726  0.43
F 15.45366 4.82290 7.39097  -0.47
F 15.72035 3.53273 5.51142  -0.37
F 15.81859 5.85186 5.39004  -0.39
F 17.51807 4.63812 6.37659  -0.38